1.
{"formula": "C7H9NO", "method": "ωB97M-V/def2-TZVPD", "lumo_ev": 0.86, "charge": 0, "energy_ev": -10936.05207, "e_homo_ev": -7.93, "elements": ["C", "C", "C", "C", "C", "C", "C", "N", "O", "H", "H", "H", "H", "H", "H", "H", "H", "H"], "coordinates": [[1.544417, -0.243910, -1.383495], [2.289113, -0.813860, -0.482213], [0.135789, 0.174020, -0.982542], [-0.544793, -0.531563, 0.158170], [-0.200980, 0.845683, 0.306525], [-1.747875, -1.452033, 0.206404], [-0.541063, 2.075618, 1.019733], [0.536749, -0.689812, 1.125578], [1.882635, -0.957764, 0.806225], [1.849099, -0.115662, -2.362929], [3.358192, -0.930418, -0.750181], [-0.520011, 0.506460, -1.726748], [-1.483277, -2.408188, 0.458668], [-2.050666, -1.631457, -0.867348], [-2.550322, -1.110380, 0.940934], [-1.093880, 1.929911, 1.926744], [-1.168387, 2.687918, 0.494774], [0.305265, 2.665445, 1.111706]], "forces_ev_per_a": [[-3.051, 0.602, 0.919], [1.478, 0.594, 0.094], [0.931, 0.107, 0.521], [0.630, -1.854, -0.315], [1.589, -2.647, 1.333], [-1.177, 2.417, -1.478], [0.122, -1.630, 0.475], [-1.624, 2.985, 0.736], [0.349, -0.542, -0.748], [0.689, 0.327, -1.679], [-0.683, -0.702, 1.049], [-0.822, 0.228, -1.457], [1.098, -2.310, 1.180], [-0.582, 0.713, 1.176], [0.874, -0.318, -1.369], [0.284, -0.433, 0.802], [-1.918, 1.392, -2.098], [1.813, 1.072, 0.858]]}



2.
{"formula": "C2H3Cl2NO", "method": "ωB97M-V/def2-TZVPD", "lumo_ev": [-2.50, -2.50], "charge": 0, "energy_ev": -30700.68897, "e_homo_ev": [-9.96, -9.96], "elements": ["C", "C", "N", "O", "Cl", "Cl", "H", "H", "H"], "coordinates": [[-0.200251, 0.153765, 0.097285], [-1.048505, 1.227993, -0.390469], [-0.740350, 2.002349, -1.375208], [-1.266650, 3.013986, -1.854646], [0.978279, 1.732475, -2.760677], [-2.364551, 1.608390, 0.610956], [-0.448880, 0.143416, 1.075014], [0.827401, 0.547064, -0.045746], [-0.135828, -0.746163, -0.517398]], "forces_ev_per_a": [[2.817, 0.619, -3.465], [0.702, 0.403, -1.478], [-1.031, 2.942, -2.092], [0.578, -2.142, 1.409], [-1.087, -0.610, 1.649], [-0.615, 0.550, -0.249], [-0.265, -1.328, 3.219], [-0.266, -0.213, 0.518], [-0.833, -0.221, 0.489]]}



3.
{"formula": "C39H37BF2N4O4S5Sr", "method": "ωB97M-V/def2-TZVPD", "lumo_ev": 0.16, "charge": 0, "energy_ev": -116322.78622, "e_homo_ev": -6.17, "elements": ["Sr", "C", "C", "N", "C", "C", "S", "C", "C", "S", "C", "N", "C", "H", "H", "H", "H", "H", "H", "H", "H", "O", "S", "C", "C", "C", "C", "S", "O", "C", "C", "C", "C", "C", "C", "C", "C", "C", "C", "C", "C", "H", "H", "H", "H", "H", "H", "H", "H", "H", "H", "H", "H", "H", "H", "H", "H", "H", "H", "O", "S", "O", "N", "C", "C", "C", "C", "C", "C", "C", "C", "N", "C", "C", "C", "C", "C", "C", "C", "H", "H", "H", "H", "H", "H", "H", "H", "H", "H", "H", "F", "B", "F"], "coordinates": [[-0.303368, 0.288215, 0.193793], [-0.801532, 0.537715, 4.200176], [0.132640, -0.569795, 3.859206], [0.530478, -0.886426, 2.659055], [1.401521, -1.955543, 2.690047], [1.661928, -2.449980, 3.929670], [0.803546, -1.556568, 5.100823], [2.018066, -2.474385, 1.463327], [2.528478, -3.729051, 1.334979], [3.324052, -3.878598, -0.166463], [2.892149, -2.252076, -0.553435], [2.208171, -1.649184, 0.375189], [3.290864, -1.667716, -1.866707], [-1.735633, 0.433827, 3.651164], [-0.366365, 1.495078, 3.913453], [-1.015109, 0.556301, 5.267459], [2.338361, -3.244371, 4.194892], [2.482713, -4.540104, 2.042314], [4.261149, -2.051345, -2.182269], [3.324534, -0.583480, -1.810020], [2.555187, -1.919204, -2.632147], [-2.381840, 0.534453, -1.370998], [-3.468202, 0.145512, -2.317957], [-3.929296, -1.528417, -1.815848], [-2.894548, -2.516118, -2.334523], [-3.045844, -3.918378, -1.742883], [-2.783016, -4.058479, -0.246650], [-1.134195, -3.607070, 0.366842], [-0.980953, -2.140652, 0.109845], [-0.167712, -4.438963, -0.881996], [0.071591, -5.799243, -0.741418], [0.778861, -6.464024, -1.731397], [1.238054, -5.766320, -2.842620], [1.007269, -4.402940, -2.957672], [0.309527, -3.724324, -1.967280], [-4.964285, 0.953952, -1.775704], [-5.113200, 1.297265, -0.440735], [-6.282703, 1.930324, -0.046627], [-7.278319, 2.207671, -0.974926], [-7.109002, 1.866457, -2.309723], [-5.938673, 1.243200, -2.718727], [-4.929524, -1.727425, -2.207348], [-3.971129, -1.480740, -0.724348], [-1.898902, -2.119976, -2.139741], [-2.992237, -2.591772, -3.420008], [-2.385272, -4.601162, -2.280548], [-4.065011, -4.279337, -1.918542], [-2.919855, -5.095666, 0.070696], [-3.449153, -3.441727, 0.361059], [-0.284648, -6.333015, 0.132810], [0.974376, -7.523980, -1.635375], [1.785760, -6.288961, -3.616041], [1.366972, -3.855756, -3.819915], [0.146023, -2.655691, -2.039840], [-4.312152, 1.103561, 0.263488], [-6.409464, 2.218260, 0.988962], [-8.185422, 2.706611, -0.658725], [-7.879193, 2.098852, -3.033439], [-5.779167, 0.992939, -3.761269], [-2.352459, 3.170198, 3.086479], [-2.074825, 2.626878, 1.776381], [-2.538641, 1.253741, 1.540165], [-0.578050, 2.579634, 1.343086], [0.319809, 3.619976, 1.474544], [0.059204, 4.895359, 1.925297], [1.084106, 5.861456, 1.993022], [2.365128, 5.570078, 1.625393], [2.675857, 4.267737, 1.164339], [3.977645, 3.882876, 0.773552], [4.207637, 2.608951, 0.346141], [3.125658, 1.707241, 0.302098], [1.904242, 2.022889, 0.649452], [1.661373, 3.291552, 1.084190], [-2.964814, 3.650203, 0.623754], [-2.630902, 3.627556, -0.723324], [-3.391894, 4.357415, -1.622858], [-4.471786, 5.107710, -1.175127], [-4.783290, 5.143948, 0.176614], [-4.026607, 4.415505, 1.083503], [-0.940557, 5.155537, 2.245097], [0.837699, 6.853940, 2.349201], [3.149340, 6.314598, 1.680691], [4.779294, 4.610813, 0.821104], [5.192876, 2.284288, 0.040577], [3.273276, 0.685649, -0.025846], [-1.792532, 3.036738, -1.066496], [-3.139588, 4.340644, -2.675488], [-5.065969, 5.673057, -1.881876], [-5.616612, 5.740449, 0.525619], [-4.246476, 4.429567, 2.142653], [0.180400, -0.843120, -3.427057], [0.695036, 0.129132, -2.571045], [1.605906, 0.840690, -3.300772]], "forces_ev_per_a": [[0.281, -0.068, -0.113], [0.024, 0.021, -0.006], [0.033, -0.007, 0.041], [-0.013, 0.001, -0.008], [-0.048, 0.008, 0.002], [0.040, 0.013, 0.009], [-0.061, -0.021, -0.032], [0.016, 0.019, -0.012], [-0.011, -0.013, -0.010], [0.006, 0.008, 0.006], [-0.009, 0.000, -0.027], [-0.002, -0.025, 0.019], [-0.014, -0.005, 0.001], [-0.001, -0.004, -0.001], [-0.013, 0.006, 0.001], [0.006, 0.003, 0.003], [0.010, 0.006, 0.001], [-0.002, 0.001, 0.007], [0.009, -0.001, 0.004], [-0.001, 0.011, 0.009], [0.008, 0.002, -0.006], [-0.001, -0.038, 0.097], [0.056, 0.032, -0.095], [-0.016, -0.011, -0.005], [-0.007, 0.000, 0.000], [-0.009, 0.003, 0.012], [0.011, 0.010, -0.019], [0.041, 0.021, -0.047], [-0.100, -0.006, 0.064], [0.011, -0.025, 0.003], [0.013, -0.008, -0.006], [-0.007, 0.000, 0.010], [0.001, 0.012, -0.001], [0.006, -0.008, -0.011], [-0.013, 0.002, 0.019], [0.006, 0.002, 0.042], [-0.036, 0.026, -0.006], [0.005, -0.011, 0.005], [0.003, 0.005, -0.004], [-0.005, 0.005, 0.004], [0.006, -0.018, -0.007], [-0.004, -0.011, 0.013], [-0.004, -0.003, -0.001], [-0.013, 0.000, 0.004], [0.008, 0.009, -0.002], [-0.001, -0.001, -0.002], [0.003, 0.003, -0.003], [-0.001, 0.005, 0.012], [-0.005, -0.001, 0.002], [-0.003, 0.004, 0.000], [-0.001, -0.001, 0.000], [0.001, 0.001, -0.001], [0.001, 0.004, 0.001], [0.018, 0.008, -0.008], [0.006, -0.023, -0.004], [0.000, -0.001, 0.000], [-0.003, 0.000, 0.000], [0.001, 0.000, -0.003], [-0.004, 0.003, -0.003], [0.012, 0.009, -0.002], [-0.069, -0.032, 0.008], [-0.069, 0.032, 0.055], [-0.031, 0.050, -0.027], [-0.025, -0.033, 0.000], [-0.001, -0.013, -0.011], [0.007, -0.013, 0.003], [-0.006, 0.020, 0.002], [0.004, -0.021, 0.001], [0.006, 0.014, 0.004], [-0.004, 0.003, 0.006], [-0.001, 0.004, 0.003], [-0.049, -0.018, 0.007], [0.025, 0.027, -0.011], [-0.014, 0.030, 0.026], [0.010, -0.003, 0.019], [-0.005, 0.009, -0.004], [0.007, -0.003, -0.006], [0.005, 0.007, -0.003], [0.009, 0.000, -0.004], [0.002, 0.011, 0.006], [0.002, 0.003, 0.001], [0.004, -0.001, -0.002], [0.000, 0.002, -0.002], [-0.004, -0.012, -0.003], [0.018, -0.007, -0.010], [-0.001, 0.000, -0.008], [0.001, -0.001, 0.000], [0.001, 0.002, -0.001], [0.000, 0.000, 0.004], [-0.004, 0.002, 0.002], [-0.009, -0.026, -0.039], [-0.032, 0.022, 0.031], [-0.006, -0.010, 0.006]]}